8
Properties=species:S:1:pos:R:3:forces:R:3 method="wB97M-V/def2-TZVPD" smiles="O=POCO" relative_energy_kj_mol=100.11 homo_energy_ev=-10.617 multiplicity=1 e_lumo_ev=-0.299 energy_ev=-16516.960
C 0.770047 0.240253 -0.228541 -1.07 -3.63 0.80
O -2.984520 0.492507 0.550037 -0.70 0.17 0.87
O 1.688933 -0.573857 0.462027 -0.57 -1.20 -0.60
O -0.505328 -0.018702 0.347504 -1.40 0.63 0.50
P -1.972672 0.072728 -0.390076 1.70 -0.30 -0.75
H 0.607583 0.103245 -1.277209 0.76 -0.56 -1.03
H 1.061714 1.189375 -0.042666 0.82 3.12 0.68
H 1.334241 -1.505551 0.578926 0.45 1.76 -0.47

***

9
Properties=species:S:1:pos:R:3:forces:R:3 method="wB97M-V/def2-TZVPD" relative_energy_kj_mol=196.25 homo_energy_ev=-9.380 multiplicity=1 e_lumo_ev=-0.412 energy_ev=-27350.802
C 1.216973 0.266395 -0.201120 -3.18 -0.25 1.24
O -1.521952 1.692313 -0.401061 -0.50 0.60 0.06
O -1.430352 -0.533484 0.641782 0.28 -1.05 0.79
O 0.141543 -2.511264 -0.024499 1.66 -4.12 2.56
P -2.142350 0.903851 0.671631 0.60 -0.24 -0.58
S -0.363589 -1.312249 -0.482954 -0.14 7.03 -2.92
H 2.029314 0.239981 -0.909968 -0.05 -0.33 -0.16
H 0.634222 1.238971 -0.130933 0.80 -1.35 -0.75
H 1.436193 0.015485 0.837120 0.54 -0.30 -0.23

***

9
Properties=species:S:1:pos:R:3:forces:R:3 method="wB97M-V/def2-TZVPD" relative_energy_kj_mol=244.95 homo_energy_ev="-3.586 / -3.587" total_charge=-1 multiplicity=1 e_lumo_ev="3.401 / 3.401" energy_ev=-28897.859
C -1.163869 0.610080 1.531560 -2.29 -0.25 -0.85
O -0.603509 -2.446368 2.206591 -1.04 1.88 1.85
O -2.909195 -1.781605 2.572618 0.19 0.47 0.84
O 0.286432 1.943680 -0.556261 -2.47 -0.64 -0.96
S -0.642982 0.432111 -0.051176 0.81 0.55 -0.28
S -1.518554 -1.472794 2.905537 0.71 -2.24 -3.35
H -0.487519 0.593935 2.314214 1.48 0.55 1.38
H -2.159766 1.073017 1.700990 0.82 -0.15 0.10
H 1.040674 1.935664 -0.020512 1.79 -0.17 1.27

***

9
Properties=species:S:1:pos:R:3:forces:R:3 method="wB97M-V/def2-TZVPD" relative_energy_kj_mol=113.92 homo_energy_ev=-5.203 total_charge=-1 multiplicity=1 e_lumo_ev=3.895 energy_ev=-20111.445
C -0.056699 0.782302 -1.608789 1.98 -0.14 -0.31
O 0.991218 0.196991 0.542413 -0.52 0.58 0.58
O -0.096862 -0.313405 2.700176 0.23 -0.18 -1.16
O -1.342644 -0.721468 0.663549 -0.36 0.29 -0.78
O 0.147986 1.681161 -2.395770 -0.09 -0.44 -0.17
S -0.032078 -0.576038 1.252171 1.17 -0.26 2.25
H -0.795034 0.811434 -0.858884 -1.66 0.26 0.62
H 0.553784 -1.771164 1.089893 -0.23 -0.69 0.36
H 0.630328 -0.089812 -1.384759 -0.52 0.57 -1.38